{
  "formula": "C42H85NO15PS",
  "method": "the ωB97M-V functional and the def2-TZVPD basis",
  "orbital_gap_ev": 5.57,
  "total_charge": -1,
  "largest_force_ha_per_bohr": 0.0400,
  "elements": ["C", "P", "O", "C", "N", "C", "C", "C", "S", "O", "O", "O", "C", "O", "O", "H", "H", "H", "H", "H", "H", "H", "H", "H", "H", "H", "H", "H", "C", "C", "C", "O", "C", "H", "H", "H", "H", "H", "H", "H", "H", "C", "C", "C", "O", "C", "H", "H", "H", "H", "H", "H", "H", "H", "C", "C", "C", "O", "C", "H", "H", "H", "H", "H", "H", "H", "H", "C", "C", "C", "O", "C", "H", "H", "H", "H", "H", "H", "H", "H", "C", "C", "C", "O", "C", "H", "H", "H", "H", "H", "H", "H", "H", "C", "C", "C", "O", "C", "H", "H", "H", "H", "H", "H", "H", "H", "C", "C", "C", "O", "C", "H", "H", "H", "H", "H", "H", "H", "H", "C", "C", "C", "O", "C", "H", "H", "H", "H", "H", "H", "H", "H", "C", "C", "C", "O", "C", "H", "H", "H", "H", "H", "H", "H", "H"],
  "xyz": [[3.3029, 1.2931, -1.8966], [2.5935, 0.5249, -0.3967], [1.0182, 0.2527, -0.7968], [3.3048, -1.1913, -0.2378], [2.4291, -1.8949, 0.6775], [4.8133, -1.1436, 0.1317], [5.1717, -1.3775, 1.5997], [5.1281, -2.8580, 2.0509], [4.3987, -3.0861, 3.6614], [4.2433, -4.4814, 3.8939], [5.2012, -2.4669, 4.6741], [2.9552, -2.4280, 3.7241], [3.2254, -1.9281, -1.6285], [4.1347, -1.6760, -2.4690], [2.3015, -2.7314, -1.7946], [3.8747, 0.5994, -2.5157], [2.4857, 1.6822, -2.4996], [3.9254, 2.1255, -1.5767], [0.5469, -0.0339, -0.0098], [2.6641, -2.8656, 0.7939], [2.3097, -1.4142, 1.5578], [5.1580, -0.1266, -0.0952], [5.4026, -1.7845, -0.5191], [4.6061, -0.7430, 2.2826], [6.2093, -1.0631, 1.7162], [6.1389, -3.2322, 2.1894], [4.6686, -3.5032, 1.3093], [3.0229, -1.4694, 3.8328], [7.7210, -8.0896, 1.2989], [7.8421, -7.3594, 2.6310], [7.5188, -5.9311, 2.2374], [6.6086, -6.0058, 1.1380], [6.5580, -7.3488, 0.6492], [7.5437, -9.1603, 1.3960], [8.6319, -7.9469, 0.7112], [7.0901, -7.7347, 3.3287], [8.8196, -7.4564, 3.1010], [8.4162, -5.3975, 1.8998], [7.0619, -5.3641, 3.0506], [5.5965, -7.7827, 0.9439], [6.6145, -7.3410, -0.4398], [-3.7323, -0.6413, -1.0870], [-4.1917, -0.1779, 0.2924], [-2.8593, 0.0405, 0.9964], [-1.9235, 0.4228, -0.0160], [-2.4859, 0.1950, -1.3054], [-4.4737, -0.5015, -1.8706], [-3.4680, -1.7011, -1.0513], [-4.7313, 0.7709, 0.2074], [-4.8350, -0.8901, 0.8080], [-2.5010, -0.8855, 1.4561], [-2.9069, 0.8165, 1.7639], [-2.7324, 1.1689, -1.7501], [-1.7483, -0.2977, -1.9394], [-2.4224, -5.3322, 2.4199], [-2.3429, -4.6652, 3.7880], [-2.6362, -3.2135, 3.4410], [-3.5089, -3.2323, 2.3057], [-3.5511, -4.5541, 1.7603], [-2.6149, -6.4034, 2.4627], [-1.4897, -5.1745, 1.8748], [-3.1245, -5.0610, 4.4424], [-1.3836, -4.7962, 4.2861], [-1.7215, -2.6811, 3.1602], [-3.1165, -2.6715, 4.2575], [-4.5282, -4.9910, 1.9991], [-3.4500, -4.5021, 0.6758], [-6.6933, 0.9585, -5.2108], [-6.9318, -0.5100, -5.5373], [-5.5513, -1.1053, -5.3054], [-4.9318, -0.3235, -4.2791], [-5.7032, 0.8617, -4.0604], [-7.5985, 1.5039, -4.9464], [-6.2297, 1.4599, -6.0640], [-7.6487, -0.9372, -4.8318], [-7.3042, -0.6823, -6.5463], [-4.9328, -1.0356, -6.2071], [-5.5883, -2.1487, -4.9906], [-6.2216, 0.7598, -3.0999], [-5.0343, 1.7219, -4.0037], [-0.6639, 4.7496, -0.6633], [0.0940, 5.3065, -1.8614], [1.4062, 4.5355, -1.7817], [1.0981, 3.2684, -1.2049], [-0.2269, 3.2919, -0.6702], [-1.7441, 4.8696, -0.7319], [-0.3239, 5.2405, 0.2529], [-0.4335, 5.0542, -2.7856], [0.2316, 6.3874, -1.8335], [2.1277, 5.0434, -1.1297], [1.8686, 4.3861, -2.7594], [-0.8666, 2.6872, -1.3211], [-0.2257, 2.8412, 0.3216], [-1.3798, 0.4167, -6.7424], [-1.8677, 0.8670, -5.3706], [-0.5524, 1.0955, -4.6337], [0.4001, 1.5026, -5.6268], [-0.1360, 1.2756, -6.9266], [-2.1117, 0.5553, -7.5392], [-1.1060, -0.6404, -6.7104], [-2.4163, 1.8104, -5.4615], [-2.5144, 0.1452, -4.8743], [-0.1883, 0.1754, -4.1676], [-0.6251, 1.8649, -3.8635], [-0.3901, 2.2483, -7.3676], [0.6200, 0.7984, -7.5524], [-5.3872, 7.9503, -2.2828], [-5.5776, 6.4630, -2.5551], [-4.1662, 5.9282, -2.3608], [-3.5436, 6.7679, -1.3851], [-4.3494, 7.9278, -1.1709], [-6.3033, 8.4669, -1.9980], [-4.9788, 8.4433, -3.1690], [-6.2472, 6.0319, -1.8073], [-5.9822, 6.2438, -3.5429], [-3.5846, 5.9907, -3.2875], [-4.1509, 4.8947, -2.0117], [-4.8246, 7.8332, -0.1895], [-3.7146, 8.8157, -1.1669], [9.1560, -3.6786, 6.8945], [10.0888, -3.4485, 5.7120], [10.4536, -4.8738, 5.3209], [9.3285, -5.6893, 5.6535], [8.4155, -4.9351, 6.4639], [8.4880, -2.8433, 7.0972], [9.7407, -3.8763, 7.7972], [9.5436, -2.9640, 4.8989], [10.9595, -2.8380, 5.9489], [11.3184, -5.2346, 5.8902], [10.6728, -4.9753, 4.2566], [7.5398, -4.6892, 5.8554], [8.0910, -5.5456, 7.3073], [-7.9987, 5.8321, 3.0172], [-7.0995, 7.0128, 3.3622], [-5.9381, 6.8093, 2.4003], [-6.4783, 6.1765, 1.2351], [-7.8080, 5.7281, 1.5113], [-9.0400, 5.9727, 3.3040], [-7.6295, 4.9275, 3.5056], [-7.6140, 7.9505, 3.1374], [-6.7866, 7.0386, 4.4049], [-5.1788, 6.1465, 2.8270], [-5.4579, 7.7461, 2.1145], [-8.5073, 6.3816, 0.9769], [-7.9314, 4.7105, 1.1390]],
  "forces_ev_per_a": [[-0.07, -0.48, -0.36], [0.17, 0.46, 1.42], [0.25, 0.06, -0.66], [0.25, -1.07, -1.37], [-0.20, 0.78, 0.30], [-0.33, 0.99, 0.44], [0.45, -0.27, -0.04], [-0.33, 0.91, -0.18], [1.23, -1.26, 1.05], [-0.93, -0.75, -0.65], [0.34, 1.40, -0.23], [-0.11, -0.12, -0.46], [0.33, -0.44, -1.04], [0.06, 0.54, 0.65], [-0.54, -0.30, 0.31], [0.02, -0.19, 0.17], [-0.12, 0.06, 0.09], [0.01, 0.08, 0.01], [-0.19, -0.10, -0.04], [-0.20, -0.13, -0.08], [0.22, -0.16, 0.14], [0.18, -0.02, -0.06], [-0.13, -0.19, -0.06], [-0.22, 0.09, -0.11], [0.02, 0.14, 0.14], [0.04, -0.17, 0.24], [-0.34, -0.13, 0.20], [0.12, 0.06, 0.02], [0.10, 0.11, -0.11], [-0.03, -0.20, 0.15], [0.06, 0.21, -0.11], [0.10, -0.12, 0.02], [-0.15, 0.02, 0.08], [-0.04, 0.01, 0.01], [-0.02, -0.02, -0.01], [0.02, 0.03, 0.03], [-0.01, 0.03, 0.02], [0.04, -0.01, 0.08], [-0.07, 0.00, -0.04], [0.02, -0.07, -0.04], [-0.03, 0.09, 0.00], [-0.14, -0.20, 0.07], [-0.03, 0.15, -0.04], [0.11, -0.19, 0.02], [-0.04, 0.06, 0.26], [0.07, 0.14, -0.17], [0.03, -0.03, -0.02], [0.00, 0.01, -0.01], [0.01, 0.00, 0.00], [0.08, -0.05, 0.02], [-0.12, -0.02, 0.05], [0.08, 0.05, -0.05], [-0.04, -0.03, -0.07], [0.09, 0.05, 0.07], [0.17, 0.04, -0.09], [-0.14, -0.08, 0.10], [0.14, 0.12, -0.11], [0.01, -0.10, 0.08], [-0.15, -0.01, 0.04], [-0.03, 0.01, 0.01], [-0.01, -0.01, -0.01], [0.01, 0.01, 0.01], [0.02, 0.03, -0.04], [0.03, -0.02, 0.07], [-0.06, 0.03, -0.05], [0.02, -0.06, -0.04], [-0.01, 0.09, 0.00], [0.07, 0.08, -0.15], [-0.12, -0.06, 0.11], [0.21, -0.01, -0.10], [-0.31, 0.07, -0.16], [0.04, -0.04, 0.20], [0.00, -0.01, 0.03], [0.00, 0.01, 0.02], [0.00, -0.01, -0.01], [0.03, 0.00, -0.01], [-0.04, -0.05, -0.03], [0.07, 0.01, 0.05], [-0.02, 0.09, 0.00], [0.07, -0.05, 0.02], [0.03, 0.02, 0.12], [-0.06, -0.01, -0.12], [0.06, -0.05, 0.14], [-0.11, 0.33, -0.03], [-0.02, -0.10, -0.14], [0.01, 0.04, 0.00], [-0.02, 0.00, 0.00], [0.02, 0.01, -0.01], [0.00, 0.00, 0.01], [0.00, 0.08, -0.06], [0.03, -0.07, 0.02], [-0.06, -0.04, 0.09], [0.06, -0.10, -0.05], [0.02, -0.14, 0.00], [-0.01, 0.13, 0.05], [0.08, -0.20, 0.02], [-0.16, 0.03, -0.05], [0.01, 0.17, 0.06], [0.01, 0.03, 0.00], [0.01, 0.01, -0.01], [-0.01, -0.01, 0.00], [0.00, 0.01, 0.02], [-0.03, 0.02, 0.07], [0.09, 0.03, -0.01], [-0.03, -0.04, -0.10], [0.05, 0.02, 0.04], [0.06, 0.06, -0.15], [-0.15, -0.09, 0.12], [0.14, 0.02, -0.09], [-0.11, 0.05, -0.10], [-0.01, -0.05, 0.23], [0.00, -0.02, 0.04], [-0.01, 0.01, 0.01], [0.03, 0.00, 0.02], [0.04, 0.01, -0.02], [-0.04, -0.06, -0.03], [0.06, 0.02, 0.05], [-0.07, 0.06, -0.03], [0.08, -0.05, -0.01], [0.11, -0.04, 0.15], [-0.08, 0.07, -0.14], [0.05, -0.10, 0.10], [0.04, 0.12, 0.05], [-0.19, 0.01, -0.21], [-0.03, -0.01, -0.05], [-0.01, 0.00, 0.00], [0.01, 0.00, 0.00], [0.01, -0.02, 0.01], [0.06, 0.06, -0.04], [-0.04, -0.06, 0.00], [-0.04, 0.04, 0.07], [0.04, -0.08, -0.04], [0.06, -0.14, 0.08], [-0.09, 0.15, -0.05], [0.13, -0.16, 0.01], [-0.11, 0.05, 0.12], [-0.03, 0.12, -0.13], [0.00, 0.02, -0.02], [-0.02, 0.00, -0.01], [0.02, 0.00, 0.01], [0.02, -0.02, -0.01], [0.02, 0.06, 0.05], [0.01, -0.03, -0.07], [-0.07, -0.05, 0.03], [0.07, 0.01, -0.05]],
  "mulliken_charge": [-0.915, -0.608, -0.322, 1.733, -0.454, -1.367, -1.194, -0.367, 1.210, -0.678, -0.681, -0.458, 0.205, -0.793, -0.782, 0.445, 0.128, 0.330, 0.134, 0.206, 0.167, 0.439, 0.533, 0.348, 0.496, 0.180, 0.491, 0.369, -0.604, -0.518, 0.139, -0.327, -0.527, 0.344, 0.269, 0.320, 0.276, 0.203, -0.154, 0.290, 0.283, 0.116, -0.619, -0.228, -0.295, -0.062, -0.170, 0.239, 0.226, 0.397, -0.047, 0.319, 0.113, 0.073, -0.551, -0.551, -0.370, -0.316, -0.421, 0.349, 0.269, 0.255, 0.330, 0.204, 0.305, 0.268, 0.262, -0.590, -0.592, -0.449, -0.319, -0.271, 0.358, 0.280, 0.268, 0.341, 0.222, 0.310, 0.305, 0.195, -0.388, -0.524, -0.642, 0.039, 0.294, 0.164, 0.263, 0.191, 0.379, 0.302, 0.280, -0.437, 0.192, -0.680, 0.071, 0.156, -0.441, -0.577, 0.366, 0.324, 0.165, 0.096, 0.138, -0.276, 0.272, 0.321, -0.609, -0.332, -0.293, -0.345, 0.080, 0.345, 0.278, 0.051, 0.380, 0.282, 0.163, -0.278, 0.311, -0.506, -0.533, -0.384, -0.388, -0.209, 0.337, 0.248, 0.239, 0.340, 0.279, 0.257, 0.061, 0.268, -0.582, -0.598, -0.400, -0.315, -0.455, 0.330, 0.271, 0.276, 0.346, 0.272, 0.262, 0.290, 0.267]
}